# 1
# H26O13

A structure of composition H26O13 in a non-equilibrium geometry (ωB97M-V/def2-TZVPD, the Open Molecules 2025 dataset).

Structure (ORCA input):
```
! RIJCOSX wB97M-V def2-TZVPD def2/J DEFGRID3
* xyz 0 1
O 16.14 -21.15 -14.57
H 16.12 -20.29 -14.14
H 17.06 -21.28 -14.79
O 15.58 -23.38 -15.96
H 14.89 -23.47 -16.62
H 15.25 -22.70 -15.36
O 19.06 -22.93 -16.29
H 18.17 -22.80 -16.63
H 19.10 -23.86 -16.07
O 17.22 -22.51 -16.73
H 17.25 -21.56 -16.73
H 16.32 -22.73 -16.48
O 15.33 -25.22 -13.94
H 15.88 -25.04 -13.18
H 15.30 -26.17 -14.00
O 17.55 -23.29 -14.20
H 17.46 -23.04 -15.12
H 16.90 -23.99 -14.07
O 16.25 -22.08 -12.65
H 16.61 -21.22 -12.44
H 16.02 -22.02 -13.58
O 16.18 -25.32 -16.13
H 16.23 -25.52 -15.19
H 15.97 -24.38 -16.15
O 18.13 -23.45 -11.84
H 19.07 -23.30 -11.75
H 17.84 -22.77 -12.44
O 17.43 -25.93 -14.65
H 16.84 -26.59 -14.30
H 17.97 -25.68 -13.89
O 16.34 -24.69 -12.30
H 17.29 -24.75 -12.38
H 16.16 -23.75 -12.29
O 18.79 -21.85 -13.63
H 18.27 -21.25 -14.18
H 18.26 -22.65 -13.60
O 17.90 -21.06 -15.25
H 18.59 -21.61 -15.62
H 18.17 -20.16 -15.46
*
```

Electronic energy = -992.76988 Ha
HOMO level = -8.3 eV
LUMO energy = -0.57 eV
Relative energy (zero: lowest compared OMol25 entry of this formula, charge and spin) = 2634.3 kJ/mol

natural (NBO) atomic charge list, values in e, 6 entries: number 1, O, carries -0.99; number 2, H, carries 0.47; number 3, H, carries 0.43; number 4, O, carries -0.80; number 5, H, carries 0.53; number 6, H, carries 0.54

# 2
# C23H26BN11O2V

A structure of composition C23H26BN11O2V in a non-equilibrium geometry (ωB97M-V/def2-TZVPD, the Open Molecules 2025 dataset).

Structure (ORCA input):
```
! RIJCOSX wB97M-V def2-TZVPD def2/J DEFGRID3
* xyz 3 3
V 0.28 0.02 -0.36
C 1.21 2.86 -3.52
C 0.57 2.62 -2.32
N 0.65 1.33 -1.98
N 1.34 0.75 -2.94
C 1.68 1.59 -3.92
B 2.09 -0.59 -2.76
N 2.89 -0.52 -1.44
C 4.23 -0.34 -1.30
C 4.42 -0.01 0.04
C 3.17 0.03 0.60
N 2.26 -0.30 -0.30
N 0.98 -1.68 -2.63
C 0.79 -2.77 -3.36
C -0.25 -3.46 -2.81
C -0.70 -2.75 -1.75
N 0.03 -1.63 -1.68
H 1.31 3.80 -4.05
H -0.08 3.29 -1.73
H 2.28 1.19 -4.75
H 2.86 -0.72 -3.65
H 5.01 -0.48 -1.98
H 5.34 0.16 0.48
H 2.89 0.13 1.62
H 1.48 -3.01 -4.17
H -0.55 -4.49 -2.99
H -1.56 -2.99 -1.08
O -1.68 -0.86 6.67
N -0.64 -1.13 6.12
O 0.20 -1.95 6.47
C -0.38 -0.43 4.82
C -0.26 0.90 4.80
C 0.04 1.54 3.57
C 0.41 2.88 3.52
C 0.83 3.41 2.33
C 0.83 2.63 1.18
N 0.39 1.40 1.18
C 0.10 0.82 2.34
C -0.11 -0.62 2.38
N 0.04 -1.34 1.25
C 0.02 -2.65 1.31
C -0.12 -3.36 2.47
C -0.30 -2.65 3.65
C -0.27 -1.27 3.65
H -0.48 1.45 5.71
H 0.31 3.54 4.36
H 1.18 4.36 2.25
H 1.05 3.09 0.24
H 0.19 -3.21 0.43
H -0.14 -4.44 2.52
H -0.48 -3.23 4.57
N -4.79 0.89 -2.92
C -3.90 1.05 -1.69
C -2.55 0.39 -1.75
N -1.87 0.34 -0.40
H -5.64 1.49 -2.86
H -5.26 -0.01 -3.00
H -4.38 1.22 -3.77
H -4.48 0.54 -0.92
H -3.77 2.12 -1.60
H -1.85 0.91 -2.44
H -2.58 -0.64 -2.05
H -2.29 -0.36 0.19
H -1.98 1.19 0.13
*
```

Expectation value of S² = 2.01
Electronic energy = -2612.85216 Ha
HOMO level (alpha / beta) = -17.2 / -17.2 eV
LUMO energy (alpha / beta) = -9.61 / -9.09 eV

natural (NBO) atomic charge list, values in e, 6 entries: number 1, V, carries 1.58; number 2, C, carries -0.31; number 3, C, carries -0.02; number 4, N, carries -0.42; number 5, N, carries -0.31; number 6, C, carries 0.05

# 3
# C19H19CoNO5S4Sb

A structure of composition C19H19CoNO5S4Sb (ωB97M-V/def2-TZVPD, the Open Molecules 2025 dataset).

Structure (ORCA input):
```
! RIJCOSX wB97M-V def2-TZVPD def2/J DEFGRID3
* xyz -1 6
Co 1.39 -0.27 1.77
S 3.32 -3.49 4.23
Sb 3.26 -1.20 4.13
S 1.02 -0.46 4.08
S 3.69 -0.47 1.91
O 1.15 -2.33 1.53
C -0.08 -2.24 1.29
O -0.67 -1.15 1.21
C -0.84 -3.53 1.14
C -0.36 -4.68 1.76
C -1.06 -5.88 1.65
C -2.23 -5.94 0.91
C -2.67 -4.78 0.30
C -2.01 -3.57 0.41
N -3.92 -4.84 -0.52
O -4.58 -5.86 -0.47
O -4.25 -3.83 -1.12
H 0.56 -4.62 2.32
H -0.69 -6.77 2.14
H -2.80 -6.85 0.79
H -2.40 -2.68 -0.06
C 0.81 1.63 1.52
C 0.13 2.61 1.29
C -0.69 3.74 0.95
C -2.04 3.57 0.63
C -2.83 4.65 0.28
C -2.29 5.94 0.26
C -0.95 6.12 0.58
C -0.16 5.04 0.92
H -2.44 2.57 0.65
H -3.87 4.50 0.04
H -2.91 6.78 -0.01
H -0.53 7.12 0.57
H 0.88 5.18 1.18
C 0.51 0.90 -4.05
C 1.22 0.04 -3.01
S 1.05 0.72 -1.37
O 1.59 -0.38 -0.48
C 2.33 1.98 -1.43
C 3.74 1.42 -1.51
H 0.59 0.43 -5.04
H 0.95 1.90 -4.13
H -0.54 1.02 -3.82
H 2.28 -0.10 -3.22
H 0.76 -0.94 -2.91
H 2.17 2.52 -0.50
H 2.08 2.64 -2.26
H 3.85 0.56 -0.84
H 4.46 2.18 -1.19
H 4.02 1.11 -2.52
*
```

Expectation value of S² = 8.78
Electronic energy = -4382.09385 Ha
HOMO level (alpha / beta) = -4.8 / -5.0 eV
LUMO energy (alpha / beta) = 1.80 / 0.84 eV

natural (NBO) atomic charge list, values in e, 6 entries: number 1, Co, carries 1.42; number 2, S, carries -0.64; number 3, Sb, carries 0.99; number 4, S, carries -0.69; number 5, S, carries -0.70; number 6, O, carries -0.73